{
  "formula": "C4H5Cl2NO",
  "method": "wB97M-V/def2-TZVPD",
  "symbols": ["Cl", "C", "C", "C", "H", "H", "H", "N", "C", "O", "Cl", "H", "H"],
  "positions_angstrom": [[-4.14885, 0.33083, 0.52014], [-2.43206, 0.35401, 0.58253], [-1.42891, 1.16194, -0.08714], [-1.76473, 0.02589, -0.63432], [-2.14932, -0.01276, 1.59113], [-1.03815, 2.17294, -0.21506], [-1.92156, -0.28471, -1.63260], [0.41809, 0.68161, 1.90015], [1.17580, 0.16430, 1.00828], [2.26575, 0.41227, 0.63651], [0.63686, -1.28996, 0.64835], [-0.43254, 0.24929, 2.23748], [0.60073, 1.59433, 2.22754]],
  "forces_ev_per_a": [[-1.85, 0.92, 0.03], [0.95, -1.37, 2.49], [-0.51, 1.59, -1.09], [1.04, 1.50, -0.69], [-0.33, -0.53, -0.68], [-0.20, -0.55, -0.04], [0.22, -1.25, -0.45], [-2.51, 2.75, 3.05], [2.35, -0.41, 0.33], [2.49, 2.80, -0.99], [-2.44, -6.44, -2.01], [0.45, 0.06, -0.35], [0.34, 0.94, 0.40]],
  "mulliken_charge": [-0.23, 0.05, -0.13, -0.48, 0.04, 0.37, 0.36, -0.31, 0.66, -0.53, -0.19, 0.21, 0.19],
  "homo_lumo_gap_ev": 10.36,
  "lumo_ev": 0.62,
  "smiles": "ClC1C=C1.NC(=O)Cl"
}

{
  "formula": "C4H5Cl2O2S",
  "method": "wB97M-V/def2-TZVPD",
  "symbols": ["C", "C", "C", "C", "O", "O", "S", "Cl", "Cl", "H", "H", "H", "H", "H"],
  "positions_angstrom": [[1.32025, 0.83971, 0.95214], [0.59336, 0.70951, 0.01106], [-3.09636, -0.92397, 0.52399], [-0.15977, 0.55122, -1.23600], [3.95076, -1.04500, 1.46737], [3.68276, -0.72057, -0.96152], [3.63005, -0.11410, 0.37242], [-3.48446, 0.57349, -0.45317], [-4.52222, -1.89245, 0.55048], [-2.87515, -0.66685, 1.54789], [1.89624, 1.00780, 1.80786], [-0.04071, 1.52539, -1.69318], [-1.20515, 0.38130, -1.10375], [0.31040, -0.22548, -1.78559]],
  "forces_ev_per_a": [[-0.17, 0.18, 0.40], [-0.72, -0.52, -0.74], [2.06, -0.21, -0.80], [0.86, 1.19, 1.15], [-0.70, 1.57, -1.31], [-0.30, 1.03, 1.61], [1.54, -2.76, -0.66], [-0.24, 0.60, 0.30], [-1.60, -1.05, 0.20], [-0.34, 0.77, 0.28], [0.04, 0.19, 0.76], [-0.04, 0.08, -0.75], [-0.67, -0.40, 0.36], [0.29, -0.66, -0.80]],
  "mulliken_charge": [-0.42, 0.14, -0.39, -0.67, -0.43, -0.43, 0.71, -0.33, -0.28, 0.04, 0.52, 0.29, 0.01, 0.25],
  "charge": -1,
  "homo_lumo_gap_ev": 3.49,
  "lumo_ev": 1.43
}

{
  "formula": "C4H5Cl2P",
  "method": "wB97M-V/def2-TZVPD",
  "symbols": ["Cl", "C", "P", "C", "C", "C", "Cl", "H", "H", "H", "H", "H"],
  "positions_angstrom": [[-3.10397, -0.24722, -0.71434], [-1.49700, -0.29827, -0.24806], [-0.71014, -1.74278, 0.88550], [0.89854, -0.81231, 0.78476], [0.86915, 0.17147, -0.38302], [-0.52414, 0.75972, -0.51219], [-0.74641, 2.05706, 0.77828], [1.72679, -1.51307, 0.68108], [1.04230, -0.27580, 1.72722], [1.60787, 0.96067, -0.23004], [1.11429, -0.34388, -1.31420], [-0.67726, 1.28441, -1.45501]],
  "forces_ev_per_a": [[-0.40, 0.25, -0.20], [2.05, -4.34, 3.16], [-1.72, 3.67, -2.96], [-0.12, -0.21, 0.13], [0.13, 0.07, 0.11], [0.26, 0.63, -0.06], [-0.02, 0.03, -0.15], [0.04, -0.02, 0.04], [-0.01, -0.03, 0.01], [-0.07, 0.03, -0.13], [-0.09, -0.04, 0.00], [-0.05, -0.04, 0.06]],
  "mulliken_charge": [-0.13, 0.01, 0.05, -0.76, -0.63, -0.11, -0.19, 0.42, 0.36, 0.32, 0.31, 0.37],
  "homo_lumo_gap_ev": [7.67, 7.46],
  "lumo_ev": [-0.71, -0.89],
  "smiles": "ClC1=PCC[C@@H]1Cl"
}

{
  "formula": "C4H5ClF2",
  "method": "wB97M-V/def2-TZVPD",
  "symbols": ["C", "C", "F", "F", "H", "H", "C", "C", "Cl", "H", "H", "H"],
  "positions_angstrom": [[-1.44038, -0.59182, 0.90249], [-2.08523, 0.23087, 0.14067], [-1.57505, 0.67047, -1.10519], [-3.21321, 0.90780, 0.39604], [-0.62092, -0.97959, 0.28937], [-2.02662, -0.82088, 1.81957], [2.02787, 0.69630, -0.05603], [1.70842, -0.28941, -0.81090], [1.77625, -1.90659, -0.37296], [2.23827, 0.54290, 0.97765], [1.92116, 1.74797, -0.33897], [1.28944, -0.20803, -1.84173]],
  "forces_ev_per_a": [[-0.93, -0.35, -0.12], [-0.35, 2.86, -2.66], [-1.22, -0.87, 2.27], [0.94, -0.63, -0.31], [0.09, -0.58, 1.46], [1.39, -0.44, -0.59], [-0.04, 2.48, 1.42], [-1.25, -0.44, -3.35], [0.18, -1.61, 0.67], [0.53, -0.20, 0.56], [0.04, -0.54, -0.27], [0.63, 0.31, 0.91]],
  "mulliken_charge": [-0.50, 0.51, -0.22, -0.22, 0.15, 0.29, -0.50, -0.15, -0.17, 0.24, 0.26, 0.31],
  "homo_lumo_gap_ev": 10.87,
  "lumo_ev": 0.90,
  "smiles": "C=C(F)F.C=CCl"
}

{
  "formula": "C4H5ClFNO",
  "method": "wB97M-V/def2-TZVPD",
  "symbols": ["F", "C", "C", "O", "N", "C", "C", "Cl", "H", "H", "H", "H", "H"],
  "positions_angstrom": [[-0.93836, 1.33335, -0.99485], [0.02244, 1.00193, 0.00538], [-0.74448, 0.34734, 1.14123], [-1.57726, -0.71441, 0.62139], [-0.99728, -1.61187, -0.27206], [0.08798, -1.28070, -0.85636], [0.92940, -0.04160, -0.68110], [2.45976, -0.17338, 0.27620], [0.58826, 1.92307, 0.31842], [-1.51284, 0.94852, 1.64327], [-0.09113, -0.06257, 1.90164], [0.55260, -2.03139, -1.42364], [1.22091, 0.36171, -1.67951]],
  "forces_ev_per_a": [[0.80, 0.19, 0.78], [-0.14, 0.58, -0.41], [-0.92, -0.49, -0.40], [0.60, -0.37, -0.41], [0.10, 0.79, 0.14], [0.70, 0.29, 1.52], [-0.90, 1.45, -0.11], [-0.53, -0.41, -0.29], [-0.65, -0.87, -0.39], [0.55, 0.39, -0.32], [0.46, -0.06, 0.08], [0.12, -1.09, -0.99], [-0.18, -0.39, 0.79]],
  "mulliken_charge": [-0.30, -0.08, -0.50, -0.22, -0.34, -0.20, 0.11, -0.17, 0.34, 0.33, 0.29, 0.43, 0.31],
  "homo_lumo_gap_ev": 10.70,
  "lumo_ev": 0.56,
  "smiles": "F[C@H]1CON=C[C@@H]1Cl"
}

{
  "formula": "C4H5ClN2",
  "method": "wB97M-V/def2-TZVPD",
  "symbols": ["N", "C", "N", "C", "C", "C", "Cl", "H", "H", "H", "H", "H"],
  "positions_angstrom": [[-1.79458, 2.00633, 0.68727], [-1.07500, 1.62776, -0.20182], [0.00736, 1.48276, -0.75926], [0.75927, 0.29559, -0.95685], [0.50206, -0.54179, 0.37585], [-0.62582, -1.13736, 0.67343], [-1.91027, -1.29957, -0.43120], [-2.81324, 2.22197, 0.61716], [1.87220, 0.62551, -0.99544], [0.50448, -0.05863, -1.88966], [1.38165, -0.55336, 0.94094], [-0.85633, -1.77298, 1.53664]],
  "forces_ev_per_a": [[-3.10, 0.83, 0.86], [2.78, 0.41, -0.23], [-1.59, 1.37, -0.53], [1.72, 0.70, 3.61], [0.58, 0.46, -3.21], [0.03, -1.36, 0.83], [-0.84, 0.13, -0.84], [1.42, -0.57, -0.18], [-1.80, -0.79, 0.10], [-0.52, -1.71, -1.83], [0.71, -0.19, 1.45], [0.59, 0.71, -0.04]],
  "mulliken_charge": [-0.47, 0.52, -0.45, -0.47, -0.17, -0.32, -0.17, 0.27, 0.23, 0.31, 0.36, 0.36],
  "homo_lumo_gap_ev": 10.21,
  "lumo_ev": 0.81,
  "smiles": "N=C=NC/C=C\\Cl"
}

{
  "formula": "C4H5ClN2",
  "method": "wB97M-V/def2-TZVPD",
  "symbols": ["C", "C", "C", "C", "N", "N", "Cl", "H", "H", "H", "H", "H"],
  "positions_angstrom": [[0.92161, -0.20560, 0.49533], [-1.50882, -0.45363, 0.13394], [-1.26136, 0.97369, 0.21504], [-0.15050, 0.02489, -0.38180], [2.28745, -1.66779, -0.14571], [2.08084, -0.54981, 0.04823], [3.45107, 0.94616, -0.07013], [-1.44935, -1.07817, 1.06776], [-1.96894, -0.88980, -0.74522], [-1.74816, 1.66581, -0.39094], [-0.76263, 1.10618, 1.17795], [0.10878, 0.12806, -1.40445]],
  "forces_ev_per_a": [[-3.42, 1.93, 2.27], [0.05, -1.49, 0.22], [1.89, -2.46, 1.96], [1.15, 0.89, 0.02], [0.96, -0.06, -0.33], [2.19, -2.35, -1.30], [0.08, 0.38, -0.06], [-0.25, 0.72, -1.29], [-0.70, 0.06, 0.40], [-0.30, 1.19, -0.77], [-1.18, 1.48, 0.02], [-0.47, -0.30, -1.14]],
  "mulliken_charge": [-0.29, -0.39, -0.64, 0.05, -0.49, 0.43, -0.32, 0.25, 0.30, 0.33, 0.35, 0.43],
  "homo_lumo_gap_ev": [8.49, 8.49],
  "lumo_ev": [-0.98, -0.98]
}

{
  "formula": "C4H5ClN2S",
  "method": "wB97M-V/def2-TZVPD",
  "symbols": ["C", "C", "C", "C", "N", "N", "S", "Cl", "H", "H", "H", "H", "H"],
  "positions_angstrom": [[0.22380, 1.87542, 0.10265], [1.12765, 0.98966, -0.20389], [-0.77437, -1.11692, 0.15202], [-1.70335, -0.23960, 0.03114], [2.41220, 0.91105, 0.07401], [-0.64796, -2.44892, -0.04229], [-1.52726, 1.54102, 0.08436], [-3.43810, -0.69731, 0.15352], [0.48577, 2.88047, -0.06601], [2.88611, 0.30777, -0.54656], [2.77298, 1.84068, 0.26717], [-1.04250, -2.91354, -0.84706], [-0.77498, -2.92977, 0.84095]],
  "forces_ev_per_a": [[-1.85, -0.81, -0.81], [-1.49, -2.43, 0.81], [1.60, -0.58, -1.05], [-0.95, 2.12, 0.55], [0.28, 0.67, 0.11], [0.05, 0.06, 1.17], [-0.25, -0.05, 0.08], [0.61, 0.22, -0.33], [-0.13, 1.60, 0.18], [1.18, -0.21, -0.56], [0.89, -0.33, 0.22], [-0.24, 0.24, -0.03], [0.32, -0.48, -0.35]],
  "mulliken_charge": [-0.30, -0.05, 0.00, 0.09, -0.36, -0.35, -0.15, -0.22, 0.33, 0.28, 0.23, 0.24, 0.29],
  "homo_lumo_gap_ev": [7.36, 7.57],
  "lumo_ev": [-0.02, -0.15]
}